(1)
Density functional theory data (ωB97M-V with the def2-TZVPD basis set) for a 3-piece molecular cluster, C20H29BN2O9PS overall at a distorted geometry.

XYZ file:
```
63
Properties=species:S:1:pos:R:3:mulliken_charge:R:1
C 3.51 1.53 4.73 -0.81
C 3.00 2.75 3.87 -0.57
P 1.21 3.12 4.31 0.16
C 0.90 4.83 3.55 -1.02
S -0.18 1.86 3.23 0.30
N -1.65 2.06 4.14 -0.35
C -2.67 1.60 3.45 0.64
C -3.59 0.58 4.13 -1.12
C -2.98 2.11 2.00 -1.08
B 0.20 0.02 3.35 0.31
O -0.58 -0.73 4.27 -0.46
N 1.18 -0.71 2.56 0.23
C 1.81 0.11 1.49 -1.25
C 2.17 -1.45 3.39 -0.94
H 4.18 1.95 5.52 0.37
H 2.66 1.07 5.29 0.19
H 4.06 0.78 4.13 0.19
H 3.11 2.63 2.77 0.39
H 3.57 3.68 4.13 0.43
H 1.67 5.56 3.89 0.40
H 1.04 4.70 2.44 0.31
H -0.14 5.15 3.69 0.32
H -4.35 1.17 4.72 0.37
H -3.08 -0.08 4.86 0.26
H -4.20 -0.01 3.40 0.36
H -2.59 1.44 1.20 0.32
H -2.55 3.13 1.90 0.33
H -4.09 2.24 1.95 0.39
H -0.43 -0.41 5.17 0.33
H 1.13 0.82 0.98 0.50
H 2.74 0.57 1.90 0.16
H 2.15 -0.60 0.69 0.36
H 2.07 -1.09 4.44 0.31
H 3.21 -1.37 3.01 0.34
H 1.87 -2.52 3.39 0.30
C 2.61 -2.90 -4.38 -0.94
C 3.03 -1.87 -3.64 0.37
C 2.33 -1.47 -2.39 1.10
O 2.76 -0.54 -1.74 -0.67
C 1.13 -2.22 -2.01 -0.68
C 0.71 -3.24 -2.75 -0.02
C 1.43 -3.67 -3.99 0.96
O 1.02 -4.62 -4.62 -0.61
O -0.39 -3.94 -2.42 -0.56
O 4.12 -1.15 -3.99 -0.57
H 3.12 -3.21 -5.29 0.44
H 0.61 -1.91 -1.11 0.50
H -0.49 -4.63 -3.11 0.38
H 4.21 -0.48 -3.29 0.34
C -2.12 -1.48 -4.25 -0.65
C -1.52 -0.51 -4.95 0.26
C -2.27 0.29 -5.96 0.81
O -1.69 1.17 -6.56 -0.61
C -3.67 -0.04 -6.20 -0.97
C -4.27 -1.02 -5.51 0.32
C -3.53 -1.80 -4.47 0.85
O -4.11 -2.66 -3.85 -0.62
O -5.56 -1.34 -5.71 -0.55
O -0.22 -0.20 -4.76 -0.45
H -1.59 -2.07 -3.51 0.50
H -4.20 0.53 -6.95 0.43
H -5.74 -2.07 -5.09 0.35
H -0.04 0.53 -5.38 0.35
```

Orbital gap ... 7.5 eV
Net charge ... +1
HOMO energy ... -11.38 eV
Lowest unoccupied orbital energy ... -0.1406 Eh

(2)
Density functional theory data (ωB97M-V with the def2-TZVPD basis set) for C20H29ClCuN4 as an isolated structure at a distorted geometry.

XYZ file:
```
55
Properties=species:S:1:pos:R:3:mulliken_charge:R:1
Cu -1.76 0.45 -0.27 -0.98
C -0.57 -0.94 2.18 -1.28
N -1.73 0.00 2.02 0.36
C -2.96 -0.55 2.63 -1.08
C -1.47 1.35 2.61 -0.83
C -0.94 2.34 1.65 1.09
C -0.47 3.56 2.12 -0.69
C 0.34 4.37 1.36 -0.75
C 0.55 4.01 0.05 -0.49
C -0.08 2.89 -0.52 -0.10
C -0.79 2.04 0.28 0.21
H -0.14 -0.87 3.19 0.37
H 0.20 -0.65 1.44 0.41
H -0.93 -1.97 1.98 0.39
H -2.84 -0.88 3.67 0.34
H -3.32 -1.40 2.11 0.32
H -3.70 0.26 2.58 0.40
H -0.85 1.29 3.55 0.42
H -2.42 1.69 3.00 0.44
H -0.71 3.90 3.11 0.48
H 0.79 5.29 1.79 0.41
H 1.04 4.65 -0.68 0.42
H 0.01 2.78 -1.61 0.42
C 3.49 -0.80 -2.63 -0.76
C 2.16 -0.88 -1.92 -0.26
N 2.28 -1.01 -0.46 -0.19
C 3.02 -2.28 -0.13 -0.59
C 4.28 -2.39 -1.00 -0.53
N 4.56 -1.06 -1.60 -0.04
C 4.46 0.07 -0.65 -0.81
C 3.12 0.08 0.05 -0.21
H 3.70 0.24 -3.11 0.32
H 3.63 -1.59 -3.40 0.32
H 1.50 -1.69 -2.27 0.46
H 1.45 -0.04 -2.11 0.24
H 2.38 -3.15 -0.24 0.43
H 3.35 -2.27 0.93 0.31
H 4.13 -3.11 -1.83 0.32
H 5.18 -2.67 -0.45 0.37
H 5.46 -1.10 -2.04 0.30
H 4.66 0.99 -1.21 0.43
H 5.33 -0.06 0.03 0.29
H 2.50 0.98 -0.10 0.17
H 3.20 0.05 1.16 0.45
Cl -5.05 -3.84 -0.47 -0.15
C -4.70 -2.26 -1.03 0.16
C -5.75 -1.43 -1.46 -0.14
C -5.44 -0.13 -1.80 -0.64
C -4.14 0.30 -1.75 -0.05
N -3.16 -0.43 -1.21 0.16
C -3.43 -1.74 -0.98 -0.26
H -6.81 -1.84 -1.44 0.39
H -6.17 0.59 -2.19 0.38
H -3.87 1.26 -2.16 0.42
H -2.59 -2.39 -0.77 0.45
```

Orbital gap (spin up / spin down) ... 8.6 / 6.4 eV
Net charge ... +2
HOMO energy (spin up / spin down) ... -13.84 / -13.85 eV
Lowest unoccupied orbital energy (spin up / spin down) ... -0.1910 / -0.2728 Eh
Spin multiplicity ... 2

(3)
Density functional theory data (ωB97M-V with the def2-TZVPD basis set) for C20H29EuN8O9P as an isolated structure at a distorted geometry.

XYZ file:
```
68
Properties=species:S:1:pos:R:3:mulliken_charge:R:1
Eu -0.17 -0.90 0.59 1.39
N 4.58 -0.98 0.47 -0.09
C 4.42 -0.85 -0.91 -0.76
C 3.08 -1.00 -1.21 -0.14
N 2.41 -1.24 -0.04 -0.02
C 3.31 -1.17 0.99 -0.04
C 2.90 -1.16 2.38 0.29
N 1.68 -1.51 2.90 -0.22
C 1.69 -1.16 4.19 -0.24
C 2.92 -0.64 4.56 -0.62
N 3.70 -0.67 3.41 -0.06
H 5.42 -0.98 1.02 0.18
H 5.24 -0.67 -1.59 0.41
H 2.57 -0.93 -2.18 0.26
H 0.81 -1.38 4.78 0.43
H 3.39 -0.35 5.53 0.39
H 4.70 -0.39 3.31 0.23
N -4.10 -1.22 1.30 -0.44
C -4.03 -2.36 2.14 -0.42
C -2.56 -2.93 2.12 0.37
O -2.35 -4.01 2.65 -0.70
O -1.69 -2.09 1.63 -0.38
H -3.28 -0.60 1.43 0.09
H -4.91 -0.65 1.25 0.18
H -4.72 -3.13 1.87 0.34
H -4.15 -2.07 3.19 0.26
O 1.19 6.84 -1.09 -0.60
C 0.47 5.98 -0.61 0.23
O -0.76 5.66 -1.02 -0.55
C 0.88 5.07 0.53 0.36
C 2.18 5.19 1.02 -0.47
C 2.49 4.36 2.09 -0.46
N 1.61 3.55 2.67 -0.61
C 0.48 3.28 2.08 0.14
C 0.00 4.06 1.00 -0.02
C -0.29 1.99 2.39 0.29
O 0.12 1.02 1.65 -0.53
O -1.28 2.06 3.11 -0.68
H 2.99 5.79 0.63 0.45
H 3.43 4.38 2.63 0.44
H -1.04 3.94 0.66 0.73
N -0.92 -1.51 -3.86 -0.05
C -1.61 -0.14 -3.61 -0.95
P -0.47 1.06 -2.71 0.53
O 0.74 1.21 -3.53 -0.84
O -0.34 0.39 -1.33 -0.07
C -1.55 2.57 -2.61 -0.58
N -0.76 3.75 -2.98 -0.55
H 0.03 -1.32 -4.25 0.42
H -1.40 -2.16 -4.53 0.42
H -0.83 -2.02 -2.94 -0.01
H -2.54 -0.34 -3.12 0.40
H -1.89 0.28 -4.59 0.45
H -1.87 2.59 -1.58 0.10
H -2.46 2.44 -3.22 0.51
H -0.85 4.88 -1.71 0.40
H -1.11 4.11 -3.85 0.23
H 0.23 3.47 -3.04 0.28
C -2.58 -4.60 -1.82 -1.22
C -1.33 -4.14 -1.04 0.72
C -0.67 -5.13 -0.21 -1.10
O -0.97 -2.92 -1.11 -0.47
H -2.26 -5.55 -2.34 0.37
H -3.00 -3.83 -2.52 0.28
H -3.29 -4.97 -1.05 0.34
H -0.04 -5.87 -0.79 0.38
H -1.52 -5.74 0.29 0.34
H -0.05 -4.62 0.50 0.24
```

Orbital gap (spin up / spin down) ... 4.5 / 6.8 eV
HOMO energy (spin up / spin down) ... -5.43 / -7.75 eV
Lowest unoccupied orbital energy (spin up / spin down) ... -0.0331 / -0.0332 Eh
Spin multiplicity ... 8

(4)
Density functional theory data (ωB97M-V with the def2-TZVPD basis set) for C20H29F3N2O4S as an isolated structure.

XYZ file:
```
59
Properties=species:S:1:pos:R:3:mulliken_charge:R:1
C -3.57 0.58 -5.62 -0.97
C -2.74 1.55 -6.44 -0.49
O -1.37 1.58 -6.04 -0.57
C -0.66 0.43 -5.99 0.16
C 0.24 0.27 -4.98 0.42
C 0.41 1.31 -3.90 -0.77
C 0.03 0.75 -2.54 -0.42
O 0.37 1.71 -1.55 -0.41
C 0.39 1.20 -0.25 -0.73
C 1.80 0.83 0.18 0.84
F 2.27 -0.25 -0.48 -0.30
F 1.81 0.54 1.50 -0.19
F 2.67 1.83 -0.04 -0.29
C 1.07 -0.91 -4.93 -0.62
C 1.01 -1.91 -5.84 -1.02
C 0.07 -1.76 -6.89 0.81
N -0.14 -2.62 -7.89 -0.72
S -1.26 -1.97 -8.83 0.14
N -1.55 -0.60 -8.05 -0.50
C -0.75 -0.59 -6.98 0.86
H -3.38 -0.46 -5.88 0.27
H -3.41 0.75 -4.55 0.24
H -4.63 0.78 -5.83 0.40
H -3.10 2.56 -6.27 0.41
H -2.82 1.35 -7.50 0.35
H 1.44 1.67 -3.88 0.32
H -0.23 2.16 -4.11 0.34
H -1.05 0.55 -2.52 0.27
H 0.55 -0.19 -2.35 0.38
H -0.24 0.32 -0.13 0.45
H 0.04 1.96 0.45 0.40
H 1.78 -0.99 -4.12 0.48
H 1.65 -2.77 -5.78 0.42
C -0.13 -1.68 4.57 -0.37
C -1.10 -2.86 4.50 -0.67
C -2.21 -2.30 3.61 -0.50
O -1.57 -1.38 2.72 -0.43
C -0.24 -1.12 3.16 -0.08
H 0.88 -1.96 4.83 0.44
H -0.49 -0.95 5.30 0.15
H -0.62 -3.71 4.01 0.30
H -1.47 -3.19 5.47 0.34
H -2.95 -1.76 4.21 0.27
H -2.72 -3.07 3.03 0.30
H 0.46 -1.61 2.48 0.14
H -0.06 -0.04 3.12 0.13
C 1.77 1.64 5.73 0.16
C 1.18 1.83 7.12 -0.63
C 1.66 0.56 7.82 -0.37
O 2.91 0.23 7.22 -0.42
C 3.11 1.00 6.04 -0.50
H 1.87 2.57 5.16 0.40
H 1.15 0.96 5.15 -0.38
H 1.61 2.71 7.60 0.32
H 0.10 1.93 7.13 0.32
H 0.96 -0.26 7.67 0.22
H 1.81 0.70 8.90 0.29
H 3.88 1.75 6.23 0.30
H 3.46 0.34 5.24 0.27
```

Orbital gap ... 8.1 eV
HOMO energy ... -8.53 eV
Lowest unoccupied orbital energy ... -0.0149 Eh